No. 1
# C14H28N2O4

2 unconnected molecules or ions with the total composition C14H28N2O4 in a non-equilibrium geometry (the ωB97M-V functional and the def2-TZVPD basis, OMol25).

Each line ends with the Mulliken charge.
Geometry (Å):
O  -2.07490  -4.21455  -0.86237  -0.683
C  -2.53062  -3.83329  -1.96445  0.497
O  -3.03093  -4.44742  -2.88842  -0.663
C  -2.43015  -2.28155  -2.17237  -0.595
N  -1.08420  -1.83635  -1.91861  0.056
C  -0.54299  -0.87331  -2.85477  -0.752
C  0.83625  -1.22670  -3.37516  -0.603
C  0.85697  -2.40069  -4.37666  -0.598
O  -0.40319  -3.01145  -4.54409  -0.463
H  -3.08093  -1.85998  -1.40103  0.375
H  -2.83124  -1.97291  -3.13015  0.286
H  -0.45613  -2.60749  -1.74318  0.238
H  -1.21113  -0.67865  -3.68368  0.456
H  -0.43791  0.08204  -2.32649  0.279
H  1.29340  -0.35227  -3.82309  0.473
H  1.47965  -1.48213  -2.53617  0.248
H  1.23182  -2.06890  -5.33950  0.310
H  1.54576  -3.15661  -4.02631  0.256
H  -0.82107  -2.66174  -5.32752  0.305
C  1.72621  3.09729  1.55129  -1.676
C  0.24635  2.70402  1.81810  1.755
C  -0.01068  2.54318  3.32317  -1.350
C  0.56453  1.26255  3.92610  -0.522
C  0.10868  0.03520  3.13785  -1.197
C  0.43425  0.13648  1.64318  1.740
N  -0.09005  1.43015  1.09462  0.884
O  -1.29293  1.35107  0.86742  -0.484
C  1.95677  0.01797  1.43531  -1.861
C  -0.16958  -1.04355  0.90064  -1.936
C  -0.59569  3.86803  1.30174  -1.941
H  2.15667  2.53754  0.72263  0.322
H  1.81176  4.14546  1.27476  0.475
H  2.36068  2.94651  2.42427  0.351
H  -1.09038  2.55418  3.50384  0.404
H  0.39654  3.41294  3.83886  0.379
H  1.65562  1.31267  3.96100  0.287
H  0.23263  1.16955  4.96136  0.417
H  0.57837  -0.86241  3.53749  0.432
H  -0.97008  -0.09290  3.26902  0.395
H  2.21927  0.15817  0.38590  0.326
H  2.28692  -0.97657  1.72650  0.463
H  2.53809  0.72138  2.02818  0.402
H  -1.24063  -1.14146  1.06318  0.394
H  0.28604  -1.97310  1.23481  0.474
H  -0.00460  -0.95812  -0.17221  0.299
H  -0.48731  3.98895  0.22312  0.468
H  -0.26213  4.78604  1.77977  0.494
H  -1.65378  3.75274  1.53208  0.383

spin multiplicity = 1
HOMO energy = -6.46 eV
E = -26136.1261 eV
ΔE to the lowest compared entry with this formula, charge and spin = 197.91 kcal per mole
charge = 0
LUMO energy = -0.139 Eh
strongest force on any atom = 4.00 eV Å⁻¹

=====

No. 2
# C15H25BF7IO5

3 unconnected molecules or ions with the total composition C15H25BF7IO5 in a non-equilibrium geometry (the ωB97M-V functional and the def2-TZVPD basis, OMol25).

Each line ends with the Mulliken charge.
Geometry (Å):
C  1.27371  -2.72659  3.56630  -0.985
C  0.16615  -1.47499  3.61406  -0.129
C  -1.21807  -2.01678  4.37984  -0.396
O  -2.29860  -1.88588  3.38984  -0.294
C  -3.59537  -1.56349  4.02691  -0.491
B  -4.64014  -1.21388  2.76434  0.475
F  -4.28260  0.02028  1.97125  -0.324
C  -5.94787  -2.13161  2.36024  -0.506
I  -5.27460  -4.18256  1.98666  0.049
C  -7.21279  -1.99057  3.39205  -0.390
C  -7.02953  -2.75194  4.83143  -0.826
H  1.15618  -3.34490  4.56501  0.353
H  1.15652  -3.40398  2.61796  0.245
H  2.32804  -2.21750  3.55855  0.261
H  0.61934  -0.56043  4.18643  0.269
H  -0.13400  -1.16361  2.52182  0.084
H  -1.41382  -1.47839  5.40237  0.275
H  -1.02570  -3.17934  4.56888  0.224
H  -3.57268  -0.59014  4.69096  0.251
H  -4.05057  -2.49026  4.59594  0.231
H  -6.32866  -1.71205  1.30962  0.312
H  -8.20665  -2.38999  2.88389  0.314
H  -7.39630  -0.82284  3.56021  0.262
H  -8.12433  -3.01908  5.21022  0.282
H  -6.44442  -3.76465  4.79221  0.242
H  -6.51710  -2.08649  5.66575  0.214
C  -0.44235  1.57915  -1.76406  -1.099
C  0.92085  1.22720  -2.32935  0.023
O  1.96193  1.66550  -1.44322  -0.333
C  2.25244  0.83183  -0.39285  0.402
O  1.67649  -0.23283  -0.18612  -0.535
C  3.40668  1.39282  0.43575  0.831
F  3.28398  2.73099  0.67419  -0.248
F  4.61021  1.22719  -0.18359  -0.246
F  3.52288  0.80124  1.65779  -0.227
H  -0.50191  2.64971  -1.54237  0.301
H  -1.23398  1.31906  -2.47176  0.370
H  -0.62867  1.04898  -0.82449  0.273
H  1.07037  1.75127  -3.27889  0.154
H  1.00804  0.15373  -2.53742  0.338
C  6.29786  2.69331  -4.41997  -1.040
C  6.10312  1.99304  -5.75169  -0.210
O  4.70538  1.86343  -6.05284  -0.312
C  4.10360  2.96142  -6.61404  0.366
O  4.69017  4.01264  -6.85663  -0.515
C  2.63732  2.66960  -6.92771  0.830
F  1.99937  2.01884  -5.91176  -0.211
F  2.49632  1.88027  -8.03071  -0.243
F  1.90929  3.79572  -7.16995  -0.243
H  5.74353  2.17702  -3.62943  0.257
H  7.35662  2.72299  -4.14921  0.366
H  5.91958  3.72007  -4.45513  0.309
H  6.51139  0.97874  -5.69565  0.316
H  6.63340  2.50875  -6.56168  0.324

spin multiplicity = 1
HOMO energy = -9.57 eV
E = -53995.2883 eV
charge = 0
SMILES string = CCCOCB(F)[C@@H](I)CC.CCOC(=O)C(F)(F)F.CCOC(=O)C(F)(F)F
LUMO energy = -0.001 Eh
strongest force on any atom = 4.59 eV Å⁻¹